Computed, not measured: an isolated ion of composition C6H8NS2 and charge +1 at a distorted geometry, with ωB97M-V with the def2-TZVPD basis set.

- DFT total energy (eV) = -29499.5949
- E_HOMO (spin up / spin down) (eV) = -12.87 / -12.57
- charge = +1
- HOMO-LUMO gap (spin up / spin down) (eV) = 6.38 / 6.16
- F_max (eV/Å) = 2.50

```
17
Properties=species:S:1:pos:R:3:forces:R:3:mulliken_charge:R:1
C 0.1233 -1.9359 0.1125 -0.4 -0.3 0.1 -0.4496
C -0.7942 -0.8387 -0.0646 0.2 -0.1 0.8 1.0157
C 2.5198 -0.4363 0.2042 -1.1 -1.1 -0.1 0.3485
C 0.1247 1.5374 0.2674 0.3 -0.3 -0.6 -0.7007
C 1.3851 2.0112 -0.4727 1.0 1.1 2.0 -0.5502
C -2.2024 -1.4004 -0.0181 -0.5 1.5 -0.3 -1.4249
N -0.4936 0.3701 -0.2189 -0.8 0.6 -0.6 -0.3074
S 1.7799 -1.8775 -0.0499 1.2 -0.3 -0.2 0.0212
S 2.9289 1.0735 0.1299 -0.9 0.6 -0.1 -0.0162
H -0.3291 -2.9573 0.1597 1.0 0.8 0.0 0.3236
H 0.2643 1.4368 1.3266 0.4 0.1 0.7 0.4463
H -0.5564 2.3674 0.0874 -0.2 0.2 0.1 0.3515
H 1.2940 1.9155 -1.5342 0.1 0.2 -0.6 0.4278
H 1.6368 3.0708 -0.0832 -0.4 -1.5 -1.1 0.3785
H -3.0274 -0.7432 -0.3178 0.6 0.1 -1.4 0.3645
H -2.1565 -2.3534 -0.5568 -1.0 0.0 0.9 0.4277
H -2.4972 -1.2400 1.0285 0.5 -1.7 0.4 0.3439
```
Forces are in eV/Å.

Computed, not measured: a single C13H13N5O2S2 molecule at a distorted geometry, with ωB97M-V with the def2-TZVPD basis set.

- DFT total energy (eV) = -46907.6521
- SMILES = CCOc1ccc2nc(NC(=O)CSc3cn[nH]n3)sc2c1
- E_HOMO (eV) = -8.21
- HOMO-LUMO gap (eV) = 8.64
- F_max (eV/Å) = 1.10

```
35
Properties=species:S:1:pos:R:3:forces:R:3:mulliken_charge:R:1
C 6.2035 -0.6846 -0.5236 -0.2 0.3 0.2 -1.0238
C 5.7836 0.1072 0.7111 0.3 -0.3 -0.1 -0.4287
O 4.8474 1.1254 0.4128 0.0 0.2 0.0 -0.4482
C 3.5476 0.8135 0.1893 -0.3 0.0 -0.1 0.6527
C 2.7361 1.8992 -0.1835 0.2 -0.1 0.0 -0.5982
C 1.3928 1.7487 -0.4265 0.0 -0.2 0.0 -0.6650
C 0.8196 0.4865 -0.3003 0.9 -0.5 0.3 -0.6703
N -0.4948 0.1727 -0.5081 -0.8 0.1 -0.2 -0.2798
C -0.7267 -1.0686 -0.3158 1.1 0.0 0.2 0.4756
N -1.9269 -1.7051 -0.4356 -0.1 -0.8 0.2 -0.0673
C -3.1581 -1.2043 -0.8163 0.0 0.0 -0.1 0.3973
O -4.1069 -1.9437 -0.8626 0.0 -0.1 0.0 -0.5923
C -3.1843 0.2681 -1.1381 -1.1 0.3 0.0 -0.8238
S -4.8663 0.8353 -1.5425 0.3 0.1 -0.3 -0.1635
C -5.6619 0.5224 -0.0285 -0.2 -0.1 0.5 0.3945
C -5.1381 0.1879 1.2384 -0.4 0.2 -0.4 -0.0101
N -6.1514 0.0693 2.0745 -0.1 -0.2 0.7 -0.6500
N -7.2149 0.3239 1.3512 0.3 0.0 0.0 0.2588
N -6.9825 0.6006 0.0860 0.0 0.1 -0.7 -0.6552
S 0.6825 -2.0516 0.1613 -0.3 0.4 -0.1 -0.3368
C 1.6375 -0.5970 0.0758 -0.4 0.4 -0.2 0.2305
C 2.9913 -0.4535 0.3208 0.4 0.0 0.1 0.1440
H 5.3558 -1.2053 -0.9622 0.0 -0.1 -0.1 0.3348
H 6.6146 -0.0101 -1.2703 0.1 0.0 -0.1 0.3028
H 6.9617 -1.4130 -0.2499 0.1 -0.1 0.0 0.3528
H 5.3959 -0.5583 1.4920 0.0 0.1 0.0 0.3282
H 6.6447 0.6457 1.1162 -0.1 -0.1 0.0 0.3131
H 3.2084 2.8644 -0.2715 0.1 0.1 0.0 0.4205
H 0.7766 2.5850 -0.7129 -0.1 0.1 0.0 0.4558
H -1.9290 -2.6991 -0.2340 -0.2 0.2 -0.1 0.2352
H -2.5789 0.4613 -2.0241 0.0 0.1 0.1 0.5302
H -2.7716 0.8574 -0.3195 0.1 -0.1 -0.2 0.4845
H -4.1297 0.0339 1.5576 0.2 -0.1 0.1 0.4815
H -8.1487 0.3005 1.7308 0.2 0.0 0.0 0.2292
H 3.5715 -1.3146 0.6080 0.2 0.0 0.0 0.3910
```
Forces are in eV/Å.

Computed, not measured: an isolated ion of composition C7H12N and charge +1 at a distorted geometry, with ωB97M-V with the def2-TZVPD basis set.

- DFT total energy (eV) = -8931.9168
- E_HOMO (spin up / spin down) (eV) = -13.01 / -13.43
- charge = +1
- HOMO-LUMO gap (spin up / spin down) (eV) = 8.11 / 9.06
- F_max (eV/Å) = 3.56

```
20
Properties=species:S:1:pos:R:3:forces:R:3:mulliken_charge:R:1
C -0.3286 1.3157 -0.0442 1.1 -0.1 -0.1 -0.2077
C 0.8677 0.8156 -0.0879 -0.6 -1.8 0.4 0.7991
C -1.5535 0.8279 0.5018 -1.6 -0.2 2.7 -0.5586
C 1.1363 -0.5815 0.5553 -0.6 1.6 0.4 -0.8897
C -1.4501 -0.6665 0.2890 1.1 1.8 -0.4 0.0781
C 2.0733 1.5211 -0.5066 0.7 -0.9 -2.3 -1.4026
C -1.6420 -1.0182 -1.1516 3.1 -1.5 0.9 -1.1993
N -0.1659 -1.2670 0.9286 -1.8 0.1 -1.3 -0.0601
H -1.6850 1.1533 1.5935 0.1 -0.4 -1.4 0.2877
H -2.3882 1.1893 -0.0650 -0.7 0.1 0.0 0.3773
H 1.8421 -1.1555 0.0169 0.3 -0.9 -0.8 0.4647
H 1.5644 -0.3593 1.5310 0.4 -0.1 0.0 0.3901
H 2.9414 0.8976 -0.2911 0.2 0.3 -0.3 0.4088
H 2.0872 2.3524 0.1119 0.6 2.0 0.7 0.3489
H 2.0389 1.7887 -1.6127 0.2 -0.2 1.5 0.3047
H -1.9315 -2.0444 -1.1565 -0.5 -0.8 -0.7 0.3616
H -0.6597 -0.9331 -1.7042 -0.6 -0.4 0.6 0.3592
H -2.2423 -0.3841 -1.7154 -1.7 1.0 -0.4 0.4100
H -0.3246 -2.2779 0.8942 1.0 -0.2 -1.0 0.3698
H -0.1799 -1.1742 1.9125 -0.7 0.7 1.5 0.3578
```
Forces are in eV/Å.

Computed, not measured: a single C12H18F4N2O4 molecule at a distorted geometry, with ωB97M-V with the def2-TZVPD basis set.

- DFT total energy (eV) = -34765.9895
- E_HOMO (eV) = -8.94
- HOMO-LUMO gap (eV) = 7.65
- F_max (eV/Å) = 8.85

```
40
Properties=species:S:1:pos:R:3:forces:R:3:mulliken_charge:R:1
C 4.3704 -0.0388 0.1727 0.0 -0.6 -0.2 -0.8951
C 3.1418 -1.0586 0.6619 1.1 -0.2 -0.6 -0.7009
C 1.7606 -0.8721 -0.2094 0.4 -0.6 0.3 0.2135
F 1.4895 -2.2179 -0.8411 0.2 2.8 1.2 -0.3743
C 0.4682 -0.3436 0.6633 0.9 -0.4 -0.4 0.0305
C 0.9272 1.1659 1.1120 -0.3 -0.1 -2.3 -0.7787
C -0.0416 1.9958 0.0715 0.0 2.0 2.4 0.6571
O 0.8457 2.7859 -0.8049 -1.2 -0.7 1.4 -0.5165
C -1.1353 2.7882 1.0303 -0.3 0.7 0.9 -0.7199
N -1.1264 4.2663 0.6909 -1.5 -0.6 1.6 -0.6048
N -0.9831 1.1037 -0.7574 2.4 -4.9 1.4 0.3552
C -1.9996 1.6674 -1.7725 -5.2 2.7 -6.0 0.1940
O -1.4799 1.9988 -2.9868 -2.2 -2.3 7.6 -0.5986
O -3.4271 1.7700 -1.4214 8.7 -1.1 -0.7 -0.6155
C -0.7560 -0.2474 -0.4657 -0.4 3.2 0.0 -0.2896
C -1.5775 -1.5040 -1.2020 0.6 1.3 -0.2 -0.6141
C -1.6336 -2.8673 -0.2982 1.3 -0.3 0.1 0.2066
O -0.9712 -4.0475 -0.9432 -0.6 2.6 -0.3 -0.5526
C -3.1309 -3.3691 0.1320 -0.5 -1.3 1.3 0.6637
F -3.0576 -3.7385 1.5952 -0.6 1.1 -4.5 -0.2847
F -4.1984 -2.3499 0.0268 3.4 -3.7 0.1 -0.2298
F -3.3985 -4.6355 -0.5979 -0.2 4.5 2.5 -0.2349
H 4.8808 -0.4222 -0.8312 -1.2 0.7 2.2 0.2943
H 3.9939 1.0525 -0.0547 0.8 -2.1 0.7 0.2488
H 5.1896 -0.0832 1.0189 -1.7 0.4 -1.8 0.2853
H 3.0080 -0.9588 1.8228 -0.1 -0.1 -2.3 0.3211
H 3.5670 -2.1549 0.4636 -1.3 2.3 0.4 0.3474
H 1.8975 -0.0813 -1.0932 -0.3 -1.9 1.8 0.3899
H 0.1765 -0.9252 1.6568 0.6 0.7 -2.6 0.5310
H 0.9280 1.4505 2.2480 -0.8 -0.8 -2.3 0.3201
H 2.0010 1.4865 0.7440 -2.0 -1.3 0.7 0.0635
H 1.4925 3.3436 -0.2794 -1.6 -1.0 -0.5 0.4084
H -0.8679 2.7034 2.1874 -0.2 -0.3 -2.5 0.3082
H -2.2184 2.2992 0.9367 2.4 1.1 -0.2 0.3644
H -2.1476 4.5511 0.6745 1.8 -0.2 -0.1 0.2931
H -0.7100 4.7440 1.5296 -0.7 -0.4 -1.3 0.2512
H -0.9809 -1.6858 -2.2198 -1.2 0.3 2.3 0.3128
H -2.6138 -1.0585 -1.5098 1.8 -0.9 0.7 0.4494
H -1.0273 -2.6998 0.7143 -1.6 -0.3 -2.2 0.1351
H -0.6555 -3.8127 -1.8644 -0.7 -0.1 1.7 0.3657
```
Forces are in eV/Å.